1.
Formula: C22H44EuN3O6P
Source: the Open Molecules 2025 dataset
Level of theory: ωB97M-V/def2-TZVPD

Summary:
Net charge: +3
Orbital gap (alpha / beta), eV: 7.1 / 10.0
2S+1: 7
⟨S²⟩: 12.01
E_LUMO (alpha / beta), eV: -10.38 / -7.49

Each line ends with the Mulliken charge.
Cartesian coordinates (Å):
Eu: 0.66 1.05 -0.39  1.3959
C: 3.25 -0.88 -1.41  -0.7712
C: 3.24 0.13 -2.62  -0.6478
O: 1.96 0.71 -2.61  -0.1843
C: 1.74 1.63 -3.70  -0.6249
C: 0.37 2.23 -3.62  -0.6284
O: 0.05 2.52 -2.26  -0.1760
C: -0.84 3.63 -2.07  -0.6099
C: -0.44 4.28 -0.72  -0.6993
O: -0.07 3.22 0.24  -0.1826
C: 0.36 3.70 1.53  -0.7165
C: 1.91 3.44 1.53  -0.5877
O: 2.15 2.06 1.10  -0.1462
C: 3.60 1.86 0.88  -0.7289
C: 3.87 0.41 0.59  -0.6500
O: 2.86 -0.15 -0.23  0.2335
H: 4.24 -1.36 -1.20  0.6084
H: 2.66 -1.73 -1.46  0.1654
H: 3.48 -0.45 -3.59  0.4086
H: 4.06 0.85 -2.53  0.4147
H: 1.83 1.11 -4.63  0.4029
H: 2.53 2.45 -3.71  0.3909
H: -0.41 1.53 -3.98  0.2008
H: 0.29 3.12 -4.31  0.5502
H: -1.88 3.29 -2.03  0.2968
H: -0.61 4.41 -2.83  0.4494
H: -1.30 4.79 -0.30  0.4114
H: 0.36 4.98 -0.77  0.5102
H: -0.14 3.10 2.34  0.2143
H: 0.17 4.79 1.64  0.5659
H: 2.41 3.57 2.52  0.4134
H: 2.35 4.12 0.77  0.3925
H: 4.10 2.15 1.80  0.4915
H: 3.83 2.55 0.05  0.3957
H: 3.81 -0.13 1.57  0.2873
H: 4.86 0.24 0.19  0.5215
O: -0.68 0.50 1.17  -0.7967
P: -1.13 -0.94 1.02  -1.2573
N: -0.65 -1.23 -0.52  0.8277
C: -1.42 -0.63 -1.60  0.4430
C: -1.29 -1.45 -2.86  -0.8682
C: -0.39 -2.65 -2.44  -0.7407
C: -0.38 -2.72 -0.94  -1.1013
N: -2.72 -1.16 1.09  0.7033
C: -3.53 -0.40 2.11  -0.4757
C: -4.97 -0.92 1.91  -0.5890
C: -4.95 -1.69 0.60  -0.8763
C: -3.52 -2.25 0.53  -0.6268
N: -0.24 -1.89 1.96  1.0601
C: 1.17 -1.74 2.09  0.0740
C: 1.48 -2.48 3.47  -0.7222
C: 0.10 -2.64 4.09  -0.7656
C: -0.83 -2.91 2.89  -0.5403
H: -1.21 0.44 -1.86  -0.3240
H: -2.50 -0.60 -1.35  0.0733
H: -0.80 -0.94 -3.64  0.2810
H: -2.24 -1.82 -3.22  0.4551
H: 0.64 -2.48 -2.71  0.1136
H: -0.62 -3.64 -2.87  0.4973
H: 0.49 -3.10 -0.43  0.5135
H: -1.25 -3.27 -0.66  0.5401
H: -3.35 0.69 2.05  0.2563
H: -3.21 -0.69 3.12  0.2825
H: -5.71 -0.11 1.83  0.3565
H: -5.18 -1.65 2.71  0.3325
H: -4.99 -0.98 -0.27  0.2629
H: -5.81 -2.33 0.42  0.4577
H: -3.20 -2.55 -0.44  0.3834
H: -3.37 -3.17 1.09  0.3695
H: 1.46 -0.68 2.09  -0.1120
H: 1.78 -2.08 1.26  0.0898
H: 2.21 -1.91 4.11  0.3344
H: 1.97 -3.45 3.42  0.3906
H: -0.19 -1.65 4.52  0.2629
H: 0.25 -3.43 4.84  0.4368
H: -1.86 -2.72 3.14  0.3376
H: -0.68 -3.91 2.47  0.2934

***

2.
Formula: C17H22N2O3S
Source: the Open Molecules 2025 dataset
Level of theory: ωB97M-V/def2-TZVPD

Summary:
Net charge: 0
Orbital gap, eV: 9.3
2S+1: 1
SMILES string: Cc1ccc(S(=O)(=O)N2CCN(Cc3ccco3)CC2)c(C)c1
E_LUMO, eV: 0.63

Each line ends with the Mulliken charge.
Cartesian coordinates (Å):
C: 2.89 -0.55 -3.74  -1.5299
C: 1.55 -0.77 -3.11  0.7242
C: 0.47 0.05 -3.45  -0.6562
C: -0.76 -0.17 -2.87  -0.9977
C: -0.94 -1.20 -1.95  0.7178
S: -2.60 -1.27 -1.25  1.2900
O: -3.49 -0.66 -2.20  -0.7388
O: -2.91 -2.59 -0.79  -0.7664
N: -2.63 -0.29 0.10  0.1393
C: -1.90 -0.70 1.27  -1.2201
C: -0.51 -0.05 1.33  -0.1604
N: -0.65 1.40 1.26  -0.0297
C: 0.63 2.07 1.43  -0.8237
C: 1.18 1.82 2.80  0.3344
C: 0.76 2.22 4.03  -0.4712
C: 1.67 1.67 4.96  -0.4611
C: 2.58 0.97 4.23  -0.4426
O: 2.29 1.06 2.92  -0.3353
C: -1.28 1.77 0.00  -0.3586
C: -2.67 1.14 -0.08  -1.1085
C: 0.11 -2.04 -1.61  0.4319
C: -0.02 -3.18 -0.65  -1.7801
C: 1.35 -1.80 -2.21  -0.5179
H: 3.05 0.50 -3.97  0.3847
H: 2.96 -1.12 -4.67  0.3086
H: 3.69 -0.90 -3.08  0.3847
H: 0.60 0.85 -4.16  0.4284
H: -1.62 0.43 -3.13  0.5404
H: -1.83 -1.78 1.25  0.4360
H: -2.47 -0.39 2.15  0.4138
H: -0.04 -0.31 2.28  0.4083
H: 0.12 -0.43 0.50  0.0573
H: 0.46 3.14 1.30  0.4678
H: 1.38 1.73 0.69  0.2991
H: -0.10 2.83 4.24  0.5304
H: 1.65 1.77 6.03  0.4391
H: 3.44 0.40 4.51  0.4624
H: -1.38 2.86 -0.02  0.5791
H: -0.67 1.46 -0.86  0.1321
H: -3.14 1.33 -1.04  0.4855
H: -3.30 1.56 0.72  0.3768
H: 0.56 -4.03 -1.00  0.5504
H: -1.06 -3.47 -0.54  0.3534
H: 0.37 -2.90 0.33  0.2604
H: 2.18 -2.45 -1.95  0.4621

***

3.
Formula: C16H31FNOP
Source: the Open Molecules 2025 dataset
Level of theory: ωB97M-V/def2-TZVPD

Summary:
Net charge: 0
Orbital gap, eV: 8.0
2S+1: 1
SMILES string: C#CCCCP(CC)(C[C@@H](C)O)(C[C@@H](C)F)N=C(C)C
E_LUMO, eV: 0.72

Each line ends with the Mulliken charge.
Cartesian coordinates (Å):
C: 2.63 -4.98 2.24  0.0917
C: 1.71 -4.35 1.80  -0.8148
C: 0.51 -3.64 1.36  -0.5729
C: 0.72 -2.12 1.36  -0.3812
C: -0.59 -1.38 1.10  -1.7344
P: -0.46 0.23 0.22  2.4719
C: -1.71 1.46 0.78  -1.1376
C: -1.67 2.82 0.07  -1.3337
C: 0.82 0.67 -1.06  -1.2350
C: 1.45 -0.47 -1.91  -0.1191
C: 2.95 -0.54 -1.67  -1.7654
O: 0.83 -1.74 -1.73  -0.5481
C: 0.82 0.80 1.60  -2.0875
C: 1.09 2.29 1.77  0.7965
C: 0.42 2.96 2.97  -1.4695
F: 2.50 2.44 1.98  -0.4444
N: -1.64 -0.36 -1.03  -0.5112
C: -2.19 0.08 -2.08  0.8179
C: -1.55 0.10 -3.46  -1.2440
C: -3.65 0.49 -2.11  -1.6416
H: 3.51 -5.47 2.57  0.4630
H: 0.21 -3.99 0.37  0.3686
H: -0.30 -3.86 2.06  0.3366
H: 1.53 -1.84 0.68  0.0779
H: 1.10 -1.87 2.35  0.4231
H: -1.26 -2.01 0.52  0.5204
H: -1.08 -1.20 2.06  0.6185
H: -1.66 1.54 1.87  0.7120
H: -2.66 0.98 0.57  0.6819
H: -2.65 3.10 -0.30  0.3376
H: -0.97 2.85 -0.76  0.3077
H: -1.36 3.60 0.76  0.2589
H: 1.65 1.19 -0.59  0.7562
H: 0.38 1.40 -1.73  0.4597
H: 1.32 -0.19 -2.96  0.4337
H: 3.36 -1.45 -2.12  0.4740
H: 3.21 -0.47 -0.61  0.3432
H: 3.43 0.29 -2.19  0.4422
H: 1.52 -2.40 -1.62  0.3885
H: 0.50 0.42 2.58  0.7599
H: 1.79 0.35 1.42  0.4331
H: 0.92 2.86 0.86  0.1854
H: -0.28 2.28 3.46  0.3594
H: -0.15 3.84 2.68  0.2490
H: 1.18 3.23 3.69  0.4382
H: -2.28 -0.22 -4.21  0.5174
H: -1.17 1.08 -3.73  0.2157
H: -0.74 -0.63 -3.47  0.1731
H: -3.68 1.57 -2.29  0.2552
H: -4.16 0.23 -1.18  0.3398
H: -4.17 0.03 -2.95  0.5325

***

4.
Formula: C4H5N3O2
Source: the Open Molecules 2025 dataset
Level of theory: ωB97M-V/def2-TZVPD

Summary:
Net charge: 0
Orbital gap, eV: 7.4
2S+1: 1
E_LUMO, eV: 0.05

Each line ends with the Mulliken charge.
Cartesian coordinates (Å):
C: 1.85 0.39 -0.01  -0.6622
C: 1.81 -0.99 0.13  -0.0270
C: 0.55 0.80 -0.12  -0.2278
C: -1.56 -0.57 -0.04  0.7659
N: 0.58 -1.42 0.06  -1.1397
N: -0.21 -0.37 -0.03  0.7969
N: -3.70 0.59 0.09  -0.5943
O: -2.34 0.43 0.07  -0.1236
O: -2.04 -1.85 -0.18  -0.4511
H: 2.73 1.00 -0.01  0.3823
H: 2.69 -1.75 0.42  0.2980
H: 0.12 1.76 0.02  0.4208
H: -3.75 1.67 0.16  0.1838
H: -1.49 -2.60 -0.01  0.3780

***

5.
Formula: C7H14N
Source: the Open Molecules 2025 dataset
Level of theory: ωB97M-V/def2-TZVPD

Summary:
Net charge: +1
Orbital gap, eV: 8.4
2S+1: 1
SMILES string: C=CCC(=C)CC[NH3+]
E_LUMO, eV: -3.93

Each line ends with the Mulliken charge.
Cartesian coordinates (Å):
C: -2.02 1.94 -2.30  -0.8213
C: -1.65 1.07 -1.38  -0.1201
C: -0.82 -0.13 -1.61  -0.7149
C: -0.23 -0.65 -0.31  0.7244
C: -1.00 -1.39 0.47  -1.2406
C: 1.14 -0.08 0.15  -0.6574
C: 1.65 -0.85 1.50  -0.6482
N: 2.14 -0.01 2.62  -0.2979
H: -2.34 2.95 -2.08  0.2909
H: -1.62 2.05 -3.30  0.2879
H: -1.87 1.20 -0.31  0.3313
H: -0.06 -0.04 -2.44  0.3677
H: -1.37 -1.03 -2.01  0.3535
H: -0.83 -1.85 1.43  0.2386
H: -2.01 -1.67 0.27  0.3141
H: 0.99 0.99 0.23  0.4270
H: 1.79 -0.15 -0.71  0.4020
H: 0.87 -1.50 1.86  0.3719
H: 2.51 -1.44 1.04  0.2848
H: 2.48 -0.59 3.46  0.3866
H: 2.90 0.61 2.29  0.3629
H: 1.41 0.55 3.04  0.3566

***

6.
Formula: C10H19N5
Source: the Open Molecules 2025 dataset
Level of theory: ωB97M-V/def2-TZVPD

Summary:
Net charge: 0
Orbital gap (alpha / beta), eV: 7.9 / 6.1
2S+1: 1
E_LUMO (alpha / beta), eV: 0.88 / -0.02

Each line ends with the Mulliken charge.
Cartesian coordinates (Å):
C: 1.66 -1.98 -0.70  -0.1981
C: 2.99 -1.47 -0.33  -0.9097
C: 3.22 0.12 -0.53  -0.6287
C: -3.09 0.17 -0.85  -0.6223
C: -3.22 -1.18 -0.07  -0.8257
C: -1.67 0.76 -1.08  -0.9342
C: 2.77 0.86 0.75  -0.6609
C: -2.46 -0.94 1.27  -0.6724
C: -1.01 0.70 0.30  -0.7651
C: 1.27 0.58 1.18  -0.7701
N: -0.56 -1.69 0.13  -1.2774
N: -1.10 -0.58 0.90  0.4446
N: 0.37 1.24 0.32  0.9743
N: 0.64 -1.60 -0.02  0.5060
N: 0.32 2.68 0.26  -0.9398
H: 1.49 -2.34 -1.73  0.3996
H: 3.19 -1.75 0.68  0.3691
H: 3.67 -2.08 -0.85  0.4155
H: 4.24 0.24 -0.59  0.4061
H: 2.73 0.55 -1.38  0.3455
H: -3.46 0.04 -1.89  0.3183
H: -3.76 0.86 -0.38  0.3748
H: -4.23 -1.21 0.13  0.4007
H: -2.81 -1.93 -0.61  0.4463
H: -1.06 0.26 -1.79  0.2855
H: -1.78 1.70 -1.45  0.5968
H: 3.44 0.58 1.50  0.4768
H: 2.89 1.94 0.47  0.1702
H: -2.96 -0.27 1.92  0.3876
H: -2.23 -1.81 1.82  0.4246
H: -1.50 1.49 0.88  0.5351
H: 1.18 -0.08 1.98  0.5095
H: 1.22 3.12 0.14  0.2043
H: -0.38 3.03 -0.36  0.2133

***

What calculated total energy values result from the calculations? In sequence: -2531.21859, -1394.37930, -1199.29331, -469.98524, -329.52938, -665.92584 hartree.